(1)
Entry from OMol25: C25H29BrCoF2N2Si as an isolated structure (the ωB97M-V functional and the def2-TZVPD basis).

The charge is 0. The value obtained for the LUMO energy (spin up / spin down) is -0.0011 / 0.0003 hartree. The calculation puts the HOMO energy (spin up / spin down) at -7.7369 / -7.6788 eV. As for the expectation value of S²: 0.797. Its spin multiplicity is 2.

Positions of all 61 atoms, in Å:
H -0.2667 -2.3648 -1.2897
H -1.5454 -3.5609 -3.0298
H 3.2563 -2.8418 1.9015
H 4.8709 4.5759 5.3165
C 5.1903 0.9328 -1.4130
C 2.3709 -3.3829 1.5574
H -0.4420 -1.4887 2.3034
C 4.7432 4.1400 3.2193
H 2.9963 -3.3577 -0.5236
H 2.5905 -4.4438 1.6821
H 4.9188 1.0304 0.7032
C 3.0934 1.5155 -0.3308
C 0.2590 -1.9861 1.6344
H -3.9292 -0.0165 -3.4855
C 2.1426 -3.0552 0.0858
H 1.1656 0.0063 2.7855
C 4.3524 4.0215 4.5444
H 2.8946 -1.0540 -0.0357
H 1.5514 -1.3410 -1.1027
C 1.1421 -2.9770 2.3937
C 0.3530 2.1862 0.8098
H 0.3314 3.0283 0.1057
H 0.5364 -3.8522 2.6396
C 3.0095 2.5795 2.5399
H 1.4588 -2.5451 3.3441
H 5.5674 4.7906 2.9538
H 6.2337 0.6525 -1.3364
C -1.7980 -2.5437 -2.7697
N 1.0257 -0.9442 0.9243
C -2.8349 -1.8711 -3.3895
H -2.5638 1.0216 -1.6992
C 4.5977 1.0725 -2.6627
C -2.3550 0.0150 -2.0346
C 1.9296 -1.5534 -0.0979
H 5.1777 0.9011 -3.5608
H 2.9770 3.0984 5.9086
H 4.3960 3.5327 1.2005
F -2.9387 1.5058 0.5725
F -2.6193 -0.6067 1.1317
H 1.7952 1.8491 4.1655
Si 2.0403 1.6451 1.2235
C 3.2906 3.1912 4.8762
H 1.2840 -3.6255 -0.2840
H -0.1838 2.5169 1.7039
H -1.8075 0.9306 2.1051
C -3.1240 -0.5692 -3.0249
C 2.6296 2.4834 3.8831
H 2.7137 -0.6070 2.2224
H 1.4845 1.9601 -1.6858
N -1.3476 -0.6186 -1.4198
Br -3.8489 -2.7256 -4.7193
H 2.8005 1.5586 -3.7257
C -1.0841 -1.8714 -1.7938
C 2.5250 1.6625 -1.5974
C 1.7910 -0.1110 1.8932
C -1.9650 0.6280 1.0652
C 4.0774 3.4255 2.2315
C 3.2646 1.4400 -2.7542
C 4.4434 1.1517 -0.2656
H -0.3578 -2.5112 0.9038
Co -0.4096 0.5489 -0.0346

Löwdin population analysis, charges in e, atoms 1 to 4: 0.085, 0.109, 0.105, 0.099

(2)
Entry from OMol25: a 3-piece molecular cluster, C4H13NO3 overall in a non-equilibrium geometry (the ωB97M-V functional and the def2-TZVPD basis).

The charge is 0. The value obtained for the LUMO energy is 0.0121 hartree. The calculation puts the HOMO energy at -9.1229 eV. The calculation puts the energy above the lowest of the compared OMol25 structures with the same formula, charge and spin at 1.947 eV. Its spin multiplicity is 1. Its structure (SMILES) is CC(C)NC=O.O.O.

Positions of all 21 atoms, in Å:
C 0.3776 -1.9912 0.3732
C 1.4245 -0.2598 -1.8454
O -0.4304 2.6272 2.0352
H 2.2689 -0.0358 -1.1654
H 0.0215 0.0561 3.8150
H -1.3242 1.3102 -2.4867
H 1.5598 -1.3635 -1.9380
H 0.3363 1.1171 -0.6455
O 0.6801 -2.8651 -0.4443
H -0.9592 -0.3368 -3.0191
H -1.2384 3.1204 2.2233
C 0.0928 0.1063 -1.1485
H 1.4370 0.2329 -2.7454
H 0.0419 2.9800 1.2523
C -1.1365 0.3029 -2.0330
O -0.1091 -0.7505 3.3689
H -0.7344 -1.1819 3.8582
H 0.3872 -2.1643 1.4138
H -0.5254 -0.2735 0.7716
N -0.0656 -0.7778 0.0214
H -2.1044 0.1470 -1.6617

Löwdin population analysis, charges in e, atoms 1 to 4: -0.345, -0.058, -0.072, 0.091

(3)
Entry from OMol25: a single C2H4N2O molecule in a non-equilibrium geometry (the ωB97M-V functional and the def2-TZVPD basis).

The charge is 0. The value obtained for the LUMO energy is 0.0231 hartree. The calculation puts the HOMO energy at -9.4733 eV. The calculation puts the energy above the lowest of the compared OMol25 structures with the same formula, charge and spin at 2.751 eV. Its spin multiplicity is 1. Its structure (SMILES) is [H]/N=N/CC=O.

Positions of all 9 atoms, in Å:
O -0.1458 2.0332 0.6967
C -0.7420 1.0060 0.6287
H -0.1710 -1.1093 0.9809
N 0.6382 -0.1342 -0.8636
H 2.1351 -0.8552 -1.5222
N 1.6251 -0.8397 -0.6265
C -0.4342 -0.3112 0.1609
H -1.1829 -0.8083 -0.5308
H -1.7225 1.0187 1.0759

Löwdin population analysis, charges in e, atoms 1 to 4: 0.090, -0.336, 0.158, -0.079

In order of appearance, E = -150357.0823 -11990.5244 -7163.7290 eV.